<i>
A cluster of 2 separate species, C3H10NO2 in total. Source: the OMol25 dataset; level of theory: wB97M-V/def2-TZVPD.

Properties
Net charge: -1
Highest occupied orbital energy (eV): -3.52
Multiplicity: 1
Frontier orbital gap (eV): 7.9

Structure (XYZ):
```
16
Properties=species:S:1:pos:R:3:mulliken_charge:R:1
C -1.063 0.233 -0.778 -0.61
O -1.413 -0.593 0.251 -0.87
C 0.509 0.045 -1.018 0.28
C 1.309 0.652 0.181 -1.08
N 0.597 -1.504 -1.068 -0.70
H -1.146 1.429 -0.401 0.15
H -1.598 0.110 -1.741 0.33
H 0.971 0.386 -1.957 0.34
H 0.782 0.579 1.039 0.26
H 2.328 0.201 0.222 0.30
H 1.550 1.712 -0.091 0.25
H 1.605 -1.688 -1.052 0.19
H 0.073 -1.965 -0.380 0.27
H -1.178 0.041 1.520 0.47
H -2.053 0.041 2.718 0.20
O -1.274 0.321 2.555 -0.78
```

***

<ii>
A cluster of 2 separate species, C3H10NO2 in total. Source: the OMol25 dataset; level of theory: wB97M-V/def2-TZVPD.

Properties
Net charge: -1
Highest occupied orbital energy (eV): -3.12
Multiplicity: 1
Frontier orbital gap (eV): 7.3

Structure (XYZ):
```
16
Properties=species:S:1:pos:R:3:mulliken_charge:R:1
C -0.169 1.283 -0.910 -0.67
C -1.107 0.187 -0.374 -0.48
C -0.398 -0.825 0.546 -0.45
O 0.223 -1.771 -0.217 -0.90
N -0.097 2.467 -0.069 -0.58
H -0.589 1.636 -1.853 0.26
H 0.774 0.764 -0.998 0.37
H -2.008 0.636 0.062 0.36
H -1.549 -0.498 -1.104 0.26
H -1.146 -1.246 1.261 0.23
H 0.334 -0.301 1.217 0.15
H 0.140 2.381 0.905 0.23
H -0.949 2.994 -0.164 0.21
H 1.600 -2.493 0.032 0.49
H 2.475 -2.337 1.234 0.24
O 2.465 -2.877 0.434 -0.75
```

***

<iii>
A cluster of 2 separate species, C3H10NO2 in total. Source: the OMol25 dataset; level of theory: wB97M-V/def2-TZVPD.

Properties
Net charge: -1
Highest occupied orbital energy (eV): -3.37
Multiplicity: 1
Frontier orbital gap (eV): 7.8

Structure (XYZ):
```
16
Properties=species:S:1:pos:R:3:mulliken_charge:R:1
C 0.718 -0.406 0.630 -0.72
O 0.942 -0.997 -0.566 -0.92
C -0.820 -0.109 0.843 0.44
C -1.208 1.085 -0.013 -1.43
N -1.649 -1.301 0.528 -0.88
H 1.199 0.592 0.790 0.28
H 0.997 -1.012 1.528 0.34
H -0.946 0.181 1.890 0.30
H -0.692 1.001 -0.976 0.27
H -2.292 1.087 -0.190 0.39
H -0.810 2.003 0.433 0.36
H -1.563 -1.336 -0.486 0.32
H -1.035 -2.044 0.861 0.32
H 1.723 0.121 -1.393 0.43
H 3.146 0.339 -1.922 0.26
O 2.290 0.795 -1.959 -0.76
```

***

Stability, highest: <iii>

***

<i>
An isolated molecule of C7H8N2O. Source: the OMol25 dataset; level of theory: wB97M-V/def2-TZVPD.

Properties
Highest occupied orbital energy (eV): -8.25
Multiplicity: 1
Frontier orbital gap (eV): 9.1

Structure (XYZ):
```
18
Properties=species:S:1:pos:R:3:mulliken_charge:R:1
C 2.541 2.144 1.352 -1.20
C 1.584 1.213 0.657 0.82
C 0.838 1.357 -0.569 -1.02
C 0.120 0.187 -0.719 0.50
C -0.885 -0.525 -1.439 -0.64
C -1.172 -1.596 -0.696 0.68
C -2.121 -2.756 -0.912 -1.08
O -0.340 -1.650 0.479 -0.41
N 0.429 -0.551 0.342 0.99
N 1.291 0.046 1.226 -0.99
H 2.584 1.767 2.328 0.37
H 3.518 2.084 0.878 0.24
H 2.128 3.040 1.329 0.39
H 1.102 2.177 -1.295 0.25
H -1.381 -0.375 -2.500 0.20
H -2.107 -2.859 -2.088 0.29
H -3.082 -2.422 -0.511 0.25
H -1.823 -3.536 -0.281 0.36
```

***

<ii>
An isolated molecule of C7H8N2O. Source: the OMol25 dataset; level of theory: wB97M-V/def2-TZVPD.

Properties
Highest occupied orbital energy (eV): -7.65
Multiplicity: 1
Frontier orbital gap (eV): 8.6

Structure (XYZ):
```
18
Properties=species:S:1:pos:R:3:mulliken_charge:R:1
O 0.559 3.002 0.890 -0.53
C 0.137 2.207 -0.177 -0.17
N 1.072 1.214 -0.642 -0.16
C 0.594 -0.038 -0.373 0.47
C 1.241 -1.320 -0.486 -0.72
C 0.502 -2.432 -0.222 -0.40
C -0.851 -2.366 0.178 -0.56
C -1.447 -1.132 0.350 -0.62
C -0.707 0.007 0.053 0.55
N -1.016 1.388 0.241 -0.40
H 0.497 2.412 1.652 0.33
H -0.069 3.064 -0.873 0.31
H 2.056 1.452 -0.575 0.26
H 2.270 -1.451 -0.817 0.34
H 0.942 -3.429 -0.290 0.34
H -1.413 -3.216 0.523 0.35
H -2.460 -1.042 0.733 0.37
H -1.908 1.681 -0.165 0.25
```

***

Stability, highest: <ii>

***

<i>
An isolated molecule of C3H3IN2S. Source: the OMol25 dataset; level of theory: wB97M-V/def2-TZVPD.

Properties
Highest occupied orbital energy (eV): -8.11
Multiplicity: 1
Frontier orbital gap (eV): 8.5

Structure (XYZ):
```
10
Properties=species:S:1:pos:R:3:mulliken_charge:R:1
S -1.200 -2.558 -0.028 -0.37
C -0.425 -1.144 -0.020 0.23
N 0.886 -0.861 -0.023 -0.07
N 1.188 0.491 0.170 -0.27
C 0.016 1.211 0.060 -0.25
C -1.067 0.436 -0.005 -0.39
I -3.077 0.882 -0.035 0.19
H 1.596 -1.565 0.119 0.26
H 2.016 0.826 -0.308 0.25
H 0.066 2.282 0.070 0.42
```

***

<ii>
An isolated molecule of C3H3IN2S. Source: the OMol25 dataset; level of theory: wB97M-V/def2-TZVPD.

Properties
Highest occupied orbital energy (eV): -7.51
Multiplicity: 1
Frontier orbital gap (eV): 7.3

Structure (XYZ):
```
10
Properties=species:S:1:pos:R:3:mulliken_charge:R:1
C 1.017 0.673 0.042 -0.60
C -0.171 1.139 -0.421 0.11
C -0.180 -1.285 0.478 0.24
N 0.943 -0.636 0.533 0.04
N -1.209 0.338 -0.202 -0.62
S -0.997 -2.586 0.816 -0.29
I -2.870 0.143 -1.304 0.15
H 1.954 1.189 0.096 0.37
H -0.280 2.111 -0.884 0.39
H 1.793 -1.088 0.847 0.21
```

***

Stability, highest: <i>

***

<i>
A cluster of 2 separate species, C3H4OS2 in total. Source: the OMol25 dataset; level of theory: wB97M-V/def2-TZVPD.

Properties
Highest occupied orbital energy (eV): -7.86
Multiplicity: 1
Frontier orbital gap (eV): 7.7

Structure (XYZ):
```
10
Properties=species:S:1:pos:R:3:mulliken_charge:R:1
C -0.530 -0.831 -0.351 0.63
C 1.236 0.410 -0.155 0.07
C -1.620 -0.005 0.257 -1.08
O -0.369 -1.906 -0.801 -0.37
S 1.101 1.979 -0.376 -0.24
S 2.514 -0.630 0.255 -0.16
H -1.724 1.090 -0.097 0.30
H -2.595 -0.443 0.152 0.36
H -1.572 0.234 1.318 0.34
H 3.558 0.103 -0.202 0.15
```

***

<ii>
A cluster of 2 separate species, C3H4OS2 in total. Source: the OMol25 dataset; level of theory: wB97M-V/def2-TZVPD.

Properties
Highest occupied orbital energy (eV): -9.59
Multiplicity: 1
Frontier orbital gap (eV): 7.9

Structure (XYZ):
```
10
Properties=species:S:1:pos:R:3:mulliken_charge:R:1
C 1.095 -0.596 1.255 -0.72
C 0.960 -0.238 -0.021 0.45
C 0.652 -0.054 -1.236 -0.86
O -1.675 0.821 1.351 -0.38
S -2.935 0.208 -1.025 -0.17
S -1.674 1.274 -0.012 0.50
H 2.084 -0.973 1.521 0.23
H 0.066 -0.673 -1.838 0.38
H 1.075 0.832 -1.932 0.21
H 0.351 -0.601 1.937 0.35
```

***

<iii>
An isolated molecule of C3H4OS2. Source: the OMol25 dataset; level of theory: wB97M-V/def2-TZVPD.

Properties
Highest occupied orbital energy (eV): -8.96
Multiplicity: 1
Frontier orbital gap (eV): 8.0

Structure (XYZ):
```
10
Properties=species:S:1:pos:R:3:mulliken_charge:R:1
O -0.038 2.459 -0.088 -0.41
C -0.220 1.395 0.351 -0.36
C -0.419 0.104 -0.331 -0.09
S -1.792 -0.822 0.449 -0.16
C 1.204 -0.747 0.006 -0.10
S 2.589 -0.124 -0.511 -0.16
H -0.135 1.134 1.363 0.38
H -0.521 -0.051 -1.382 0.44
H -1.592 -1.732 -0.514 0.15
H 0.924 -1.616 0.657 0.32
```

***

<iv>
A cluster of 2 separate species, C3H4OS2 in total. Source: the OMol25 dataset; level of theory: wB97M-V/def2-TZVPD.

Properties
Highest occupied orbital energy (spin up / spin down) (eV): -8.07 / -8.07
Multiplicity: 1
Frontier orbital gap (spin up / spin down) (eV): 6.2 / 6.2

Structure (XYZ):
```
10
Properties=species:S:1:pos:R:3:mulliken_charge:R:1
C -0.043 0.246 -0.110 -1.09
C 0.903 -0.050 1.013 0.45
C 1.819 0.857 1.241 -0.01
S 2.977 1.779 1.692 -0.38
H -1.106 -0.251 0.006 0.25
H 0.183 -0.159 -1.080 0.29
H -0.218 1.274 -0.367 0.34
H 1.039 -0.878 1.706 0.19
O 0.919 -2.806 2.185 -0.33
S 1.311 -3.070 3.579 0.28
```

***

Stability, highest: <i>

***

<i>
A cluster of 2 separate species, C4H8ClN2 in total. Source: the OMol25 dataset; level of theory: wB97M-V/def2-TZVPD.

Properties
Net charge: +1
Highest occupied orbital energy (eV): -13.13
Multiplicity: 1
Frontier orbital gap (eV): 7.3

Structure (XYZ):
```
15
Properties=species:S:1:pos:R:3:mulliken_charge:R:1
C 0.671 -1.551 0.750 -0.08
C 0.258 -0.292 -1.054 -0.30
C -0.086 0.446 0.204 0.12
C -0.266 1.939 0.089 -1.16
N 0.705 -1.544 -0.526 -0.03
N 0.083 -0.445 1.188 0.09
Cl -2.483 -0.472 0.104 -0.34
H 0.786 -2.405 1.346 0.42
H -0.639 -0.317 -1.726 0.37
H 1.041 -0.041 -1.731 0.36
H -1.008 2.448 0.871 0.34
H -0.776 2.262 -0.788 0.35
H 0.703 2.555 0.186 0.35
H 0.989 -2.404 -1.088 0.29
H 0.023 -0.179 2.176 0.23
```

***

<ii>
The ion C4H8ClN2 with charge +1. Source: the OMol25 dataset; level of theory: wB97M-V/def2-TZVPD.

Properties
Net charge: +1
Highest occupied orbital energy (eV): -14.11
Multiplicity: 1
Frontier orbital gap (eV): 9.9

Structure (XYZ):
```
15
Properties=species:S:1:pos:R:3:mulliken_charge:R:1
C -1.614 -0.116 -1.237 -0.83
N -0.415 0.097 -0.450 0.07
C -0.067 1.280 0.382 0.34
Cl -0.647 2.845 0.177 -0.05
N 0.955 0.964 1.072 -0.05
C 1.414 -0.358 0.864 -0.55
C 0.244 -1.122 0.094 -0.53
H -2.522 0.463 -0.995 0.32
H -1.793 -1.243 -1.219 0.34
H -1.485 0.118 -2.337 0.29
H 1.626 1.660 1.390 0.30
H 1.598 -0.983 1.827 0.30
H 2.469 -0.252 0.285 0.31
H 0.568 -1.747 -0.788 0.41
H -0.333 -1.605 0.936 0.32
```

***

Stability, highest: <ii>

***

<i>
A cluster of 2 separate species, C6H13NS in total. Source: the OMol25 dataset; level of theory: wB97M-V/def2-TZVPD.

Properties
Highest occupied orbital energy (eV): -8.52
Multiplicity: 1
Frontier orbital gap (eV): 7.4

Structure (XYZ):
```
21
Properties=species:S:1:pos:R:3:mulliken_charge:R:1
C 1.721 1.458 -0.414 -0.87
C 2.211 -1.097 -0.342 -0.79
C 0.033 -0.056 0.355 -0.05
C -1.092 1.139 0.213 -0.80
C -2.201 0.015 0.310 0.08
C -1.169 -1.043 0.085 -1.22
H 2.741 1.380 -0.880 0.28
H 1.935 1.665 0.721 0.31
H 1.239 2.327 -0.753 0.35
H 2.616 -1.235 0.797 0.28
H 3.156 -0.978 -0.920 0.31
H 1.813 -2.222 -0.323 0.26
H 0.420 0.059 1.472 0.35
H -1.158 1.670 -0.826 0.38
H -1.066 1.874 1.140 0.22
H -2.553 -0.007 1.367 0.23
H -3.415 -1.863 -0.677 0.12
H -1.095 -1.348 -0.960 0.41
H -1.431 -1.874 0.609 0.59
N 1.131 -0.016 -0.494 -0.22
S -3.836 0.152 -0.480 -0.20
```

***

<ii>
An isolated molecule of C6H13NS. Source: the OMol25 dataset; level of theory: wB97M-V/def2-TZVPD.

Properties
Highest occupied orbital energy (eV): -7.96
Multiplicity: 1
Frontier orbital gap (eV): 8.6

Structure (XYZ):
```
21
Properties=species:S:1:pos:R:3:mulliken_charge:R:1
C -1.216 -0.320 2.011 -0.97
C -0.727 0.430 1.020 -0.65
C 0.369 0.104 0.133 1.47
C 1.505 -0.564 0.747 -1.54
C 0.829 1.323 -0.637 -0.80
C -0.035 1.572 -1.899 -1.07
S -0.244 -1.354 -1.265 -0.07
N -1.022 -2.429 -0.095 -0.56
H -2.134 0.087 2.441 0.27
H -0.581 -1.013 2.473 0.31
H -1.283 1.294 0.802 0.24
H 1.206 -1.316 1.508 0.34
H 2.197 -0.960 0.069 0.46
H 2.162 0.227 1.168 0.34
H 1.929 1.392 -1.024 0.28
H 0.714 2.141 -0.019 0.46
H -1.114 1.842 -1.775 0.28
H -0.016 0.588 -2.491 0.29
H 0.599 2.238 -2.564 0.35
H -1.254 -3.261 -0.748 0.31
H -1.886 -2.021 0.145 0.25
```

***

Stability, highest: <ii>